No. 1
{
  "formula": "C24H26GaN4Si",
  "method": "wB97M-V/def2-TZVPD",
  "gap_ev": [6.824, 5.045],
  "e_tot_ha": -3363.10123,
  "de_lowest_ev": 0.915,
  "charge": 1,
  "homo_ha": [-0.377, -0.329],
  "species": ["C", "C", "C", "H", "C", "C", "H", "H", "H", "H", "Ga", "C", "H", "H", "H", "Si", "C", "C", "H", "C", "H", "C", "H", "C", "H", "C", "H", "C", "C", "H", "C", "H", "C", "H", "C", "H", "C", "H", "H", "H", "N", "C", "C", "N", "C", "C", "N", "C", "C", "N", "H", "H", "H", "H", "H", "H"],
  "positions_angstrom": [[-1.743849, -1.031755, -1.736540], [-2.148515, 0.086469, -2.522893], [-0.983482, 0.660272, -3.104403], [-3.165332, 0.457482, -2.641239], [0.146633, -0.098402, -2.668743], [-0.324223, -1.138082, -1.814744], [0.290694, -1.881441, -1.310631], [-2.408527, -1.680660, -1.168045], [-0.961412, 1.526827, -3.760238], [1.181973, 0.078342, -2.947608], [2.645477, 2.542492, 1.904357], [-0.137971, 2.005294, 1.494300], [0.297862, 2.468503, 0.599235], [0.295363, 1.019185, 1.702810], [-0.155920, 2.674640, 2.362645], [-2.205980, 1.556054, 0.942842], [-3.445342, 1.366184, 2.340829], [-4.638885, 0.681593, 2.016246], [-4.863803, 0.453134, 0.968656], [-5.532775, 0.282122, 3.018653], [-6.443368, -0.257520, 2.749186], [-5.248825, 0.572768, 4.357952], [-5.918194, 0.216708, 5.146276], [-4.110365, 1.322267, 4.675965], [-3.911457, 1.584314, 5.715904], [-3.219934, 1.743464, 3.676822], [-2.353734, 2.364958, 3.930164], [-2.669834, 2.964524, -0.194300], [-3.987828, 3.447898, -0.210585], [-4.677261, 3.181804, 0.596299], [-4.435569, 4.235073, -1.280706], [-5.475664, 4.564551, -1.320537], [-3.548688, 4.595997, -2.303269], [-3.897505, 5.189968, -3.152114], [-2.207786, 4.197768, -2.236681], [-1.502978, 4.511844, -3.007056], [-1.772696, 3.376609, -1.195224], [-0.736435, 3.031707, -1.184917], [2.633039, 4.007348, 1.428302], [-2.801709, 0.495907, 0.131010], [3.495634, -1.214781, 1.145305], [3.251968, -0.986970, -0.208623], [2.962037, 0.332709, -0.337682], [3.000338, 0.911163, 0.927106], [3.339447, -0.047277, 1.814385], [3.286891, 0.286037, 3.204275], [2.910736, 1.536389, 3.544366], [2.805660, 1.585177, 4.933197], [3.089274, 0.352639, 5.424136], [3.384875, -0.460694, 4.330626], [3.798008, -2.076811, 1.587051], [3.295306, -1.773258, -0.940206], [2.720159, 0.919828, -1.208961], [2.541550, 2.500781, 5.434283], [3.091541, -0.016748, 6.431652], [3.690810, -1.430155, 4.347389]],
  "forces_ev_per_angstrom": [[0.9598, -0.2157, 0.0564], [1.4197, 1.7860, -1.5947], [-3.1165, -0.3054, 0.5902], [0.3455, -0.1461, 0.0009], [-0.0030, -2.0019, 1.5803], [0.6610, 0.7519, -0.5422], [-0.2200, 0.2032, -0.2171], [0.2406, 0.1625, -0.1894], [-0.0333, -0.2427, 0.1778], [-0.2397, -0.0672, 0.0162], [-0.2266, -0.4837, -0.0106], [-2.0931, -1.2878, -0.6843], [-0.1957, -0.1032, 0.2359], [0.1451, 0.3359, 0.1054], [-0.1668, -0.1678, -0.1889], [0.4772, 1.8552, 0.5351], [0.1568, 0.0858, 0.5551], [0.1504, -0.0426, 0.4846], [0.1244, -0.0735, 0.3894], [0.2269, 0.2777, -0.1356], [0.2964, 0.1653, 0.1122], [0.2173, 0.0868, -0.2433], [0.2594, 0.2038, -0.2710], [0.0431, 0.1476, -0.0467], [-0.0764, -0.0674, -0.2566], [-0.5026, -0.4127, -0.1069], [-0.2643, -0.3669, 0.0168], [0.3025, 0.4561, -0.0048], [0.0489, 0.0760, -0.4795], [0.1981, 0.0540, -0.3143], [0.2772, -0.0261, 0.0360], [0.3247, -0.0710, 0.0360], [0.0830, -0.1145, 0.2108], [0.1144, -0.1603, 0.3434], [-0.1433, -0.0383, 0.0789], [-0.2132, -0.0672, 0.1365], [-0.5423, 0.1983, -0.0694], [-0.2855, 0.0824, -0.0558], [-0.0184, -0.2981, 0.2429], [1.0855, -0.8817, -0.2544], [0.2491, -0.8226, 0.2137], [-0.0008, 0.5643, 0.1621], [0.0315, -0.3711, 0.0970], [0.1317, 1.4218, 0.3074], [-0.2290, -0.0987, 1.6179], [-0.0574, -1.1014, -1.5610], [0.0133, 1.3365, -1.0475], [0.0559, -0.3495, 0.1081], [-0.0678, 0.4451, -0.4569], [0.3028, -0.7876, 0.3275], [-0.1869, 0.2590, -0.4969], [0.0721, 0.0094, 0.0061], [0.0238, -0.1835, 0.0550], [-0.0014, -0.1432, 0.0960], [0.0670, -0.0166, 0.0480], [-0.2209, 0.5512, 0.2479]]
}

No. 2
{
  "formula": "C24H26N2OS2",
  "method": "wB97M-V/def2-TZVPD",
  "gap_ev": 4.261,
  "e_tot_ha": -1911.21840,
  "de_lowest_ev": 0.233,
  "homo_ha": -0.214,
  "species": ["C", "C", "O", "C", "S", "S", "H", "H", "H", "H", "H", "C", "C", "N", "C", "C", "C", "C", "C", "C", "C", "C", "C", "C", "C", "C", "N", "C", "C", "C", "C", "C", "C", "C", "H", "H", "H", "H", "H", "H", "H", "H", "H", "H", "H", "H", "H", "H", "H", "H", "H", "H", "H", "H", "H"],
  "positions_angstrom": [[3.206318, -4.044316, -4.686077], [1.718412, -3.794883, -4.867279], [1.407869, -2.655913, -4.033848], [0.101452, -2.249581, -3.922320], [-0.191215, -1.076169, -2.776333], [-1.012922, -2.934719, -4.960096], [3.485737, -4.964957, -5.203871], [3.803016, -3.228737, -5.112572], [3.472647, -4.154325, -3.627384], [1.487639, -3.594587, -5.928592], [1.147213, -4.683649, -4.544180], [-2.402276, 2.362516, -2.162156], [-1.743070, 2.569522, -0.862511], [-1.698399, 3.800792, -0.301144], [-2.231084, 5.013958, -0.901490], [-1.078773, 3.745773, 0.950307], [-0.765864, 2.385611, 1.209209], [-0.327206, 2.056503, 2.482095], [-0.033201, 3.079801, 3.396859], [-0.263940, 4.424614, 3.076011], [-0.830367, 4.779116, 1.845619], [-1.139791, 1.622923, 0.017852], [-1.044404, 0.241339, -0.193480], [-0.369238, -0.676465, 0.638823], [-0.870347, -1.926346, 1.083849], [-2.206869, -2.500907, 0.859333], [-0.008069, -2.457476, 1.990512], [-0.260921, -3.661391, 2.766661], [1.124675, -1.647263, 2.115537], [0.944031, -0.546174, 1.232957], [1.933619, 0.422196, 1.144423], [3.070345, 0.298345, 1.955506], [3.215895, -0.785918, 2.838287], [2.240614, -1.787389, 2.928450], [-2.354898, 1.305382, -2.434720], [-3.455850, 2.685252, -2.145475], [-1.914451, 2.947398, -2.956691], [-2.043821, 5.850280, -0.221148], [-1.742758, 5.217040, -1.866815], [-3.316235, 4.923251, -1.061344], [-0.185403, 1.016879, 2.765305], [0.378465, 2.832081, 4.373106], [-0.025017, 5.196029, 3.803918], [-1.059625, 5.811813, 1.596962], [-1.649512, -0.161903, -1.008637], [-2.746798, -1.859246, 0.155326], [-2.161254, -3.520209, 0.453888], [-2.775479, -2.560643, 1.801240], [0.602939, -3.852094, 3.407395], [-1.151948, -3.538109, 3.404544], [-0.408135, -4.524437, 2.099475], [1.827160, 1.234576, 0.426686], [3.859045, 1.047132, 1.896583], [4.104133, -0.841421, 3.464344], [2.337916, -2.640897, 3.597099]],
  "forces_ev_per_angstrom": [[0.1622, 0.0847, -0.0139], [0.3030, 0.0529, 0.1405], [-0.3465, -0.1862, 0.0839], [0.5270, -1.0008, -1.2862], [0.0284, 0.6250, 0.6545], [-0.4454, 0.0272, 0.0757], [-0.0110, 0.0147, -0.0013], [-0.1339, -0.1084, 0.1455], [-0.1175, 0.0509, -0.2102], [-0.0895, -0.0067, 0.5383], [0.0223, 0.5175, -0.1323], [-0.1031, -0.2139, -0.5602], [-0.0531, 0.4539, 0.6777], [0.0829, -0.5491, -0.5357], [-0.0853, 0.1074, -0.1991], [0.1758, -0.5370, 0.3510], [-0.1980, 0.8389, -0.0753], [0.4941, 0.0974, 0.5898], [-0.2901, -0.0253, -0.3910], [-0.1107, -0.1475, -0.2612], [0.1418, -0.3386, 0.1898], [0.2805, 0.0115, 0.1381], [-0.8877, 0.4210, 0.2010], [0.2976, -0.6969, 0.0781], [0.6245, 0.8072, 0.2907], [-0.4862, -0.2076, -0.2027], [-0.1627, -0.0191, -0.2552], [-0.1531, -0.1270, -0.0403], [-0.2289, 0.5397, -0.6624], [-0.0700, -0.1936, 1.0004], [0.6505, -0.0326, 0.0653], [-0.3847, -0.1760, -0.2314], [-0.2929, -0.0670, -0.0281], [0.1772, 0.2725, -0.1444], [0.0081, 0.1666, -0.1524], [0.2951, -0.1000, 0.1589], [-0.0236, -0.2259, 0.1936], [-0.0772, -0.2368, -0.2689], [-0.1521, -0.0654, 0.3425], [0.3621, 0.0153, 0.0651], [0.0715, 0.3003, -0.0360], [-0.1468, -0.0087, -0.2044], [-0.0510, -0.1147, -0.1624], [0.0664, -0.1718, 0.1671], [0.1034, -0.0838, 0.1497], [0.0056, -0.3215, 0.1362], [0.0742, 0.2410, -0.0186], [0.1268, 0.1141, -0.2520], [-0.2186, -0.0009, -0.1570], [0.3163, -0.0354, -0.2389], [0.0548, 0.2866, 0.2553], [0.0918, -0.0844, 0.2729], [-0.2013, -0.1794, 0.0147], [-0.1823, -0.0447, -0.1392], [0.1591, 0.2601, -0.1156]]
}

No. 3
{
  "formula": "C24H26N4O2",
  "method": "wB97M-V/def2-TZVPD",
  "gap_ev": 8.089,
  "smiles": "CCCC(=O)Nc1ccc(-c2cnc(-c3ccc(NC(=O)CCC)cc3)nc2)cc1",
  "e_tot_ha": -1299.72633,
  "de_lowest_ev": 0.008,
  "homo_ha": -0.297,
  "species": ["C", "C", "C", "C", "O", "N", "C", "C", "C", "C", "C", "C", "H", "H", "C", "C", "N", "C", "N", "C", "H", "C", "C", "C", "C", "C", "C", "H", "H", "N", "C", "O", "C", "C", "C", "H", "H", "H", "H", "H", "H", "H", "H", "H", "H", "H", "H", "H", "H", "H", "H", "H", "H", "H", "H", "H"],
  "positions_angstrom": [[-3.022705, 8.809234, -1.077021], [-2.109766, 9.103254, 0.106723], [-2.648802, 8.486405, 1.402883], [-2.729355, 6.971141, 1.312398], [-3.774167, 6.367345, 1.239638], [-1.494592, 6.384413, 1.316261], [-1.159208, 5.033955, 1.217831], [-2.108848, 4.023198, 1.089176], [-1.705595, 2.707287, 0.991941], [-0.356144, 2.358908, 1.028732], [0.588413, 3.376222, 1.161720], [0.193372, 4.693624, 1.250021], [0.938770, 5.471863, 1.343871], [1.640800, 3.133892, 1.172432], [0.059853, 0.962242, 0.932536], [-0.584825, 0.034126, 0.108676], [-0.217059, -1.225583, 0.024854], [0.824672, -1.619037, 0.759262], [1.514063, -0.816812, 1.571914], [1.135381, 0.439677, 1.657238], [1.700913, 1.055578, 2.346481], [1.236649, -3.016216, 0.667535], [0.550786, -3.903266, -0.160472], [0.936102, -5.224550, -0.251563], [2.031930, -5.688734, 0.475638], [2.699401, -4.806637, 1.328941], [2.311383, -3.488757, 1.421373], [2.829682, -2.803663, 2.073175], [3.532031, -5.169205, 1.914831], [2.460266, -7.017526, 0.433391], [2.601522, -7.910164, -0.594628], [3.001977, -9.028468, -0.349429], [2.291740, -7.449548, -1.999470], [1.008986, -8.113930, -2.512551], [0.691278, -7.681176, -3.937542], [1.502609, -7.952802, -4.608837], [-0.218768, -8.163287, -4.286239], [0.550730, -6.603200, -3.988689], [0.170962, -7.860792, -1.858255], [1.139747, -9.196509, -2.471400], [2.220673, -6.363995, -2.055189], [3.122729, -7.778691, -2.627922], [2.860353, -7.363035, 1.299200], [0.366350, -5.903462, -0.864251], [-0.296006, -3.539058, -0.720349], [-1.418058, 0.324659, -0.519931], [-2.453789, 1.933174, 0.909635], [-3.155232, 4.276469, 1.069307], [-0.700755, 7.005047, 1.398617], [-3.656482, 8.859234, 1.589403], [-2.011542, 8.767446, 2.244742], [-2.025994, 10.183802, 0.242884], [-1.107967, 8.719239, -0.103872], [-3.116716, 7.736981, -1.231719], [-4.016281, 9.212977, -0.898828], [-2.625469, 9.256710, -1.985104]],
  "forces_ev_per_angstrom": [[0.2078, 0.0562, 0.0821], [-0.1639, -0.0001, -0.0160], [-0.0046, 0.0528, -0.1109], [0.0760, 0.5543, 0.2070], [-0.2562, -0.1905, -0.0678], [0.4409, 0.1515, 0.0142], [0.0208, -0.4101, -0.0438], [-0.2131, 0.1498, -0.0364], [0.3626, -0.0253, 0.0310], [-0.1286, 0.2813, 0.0180], [-0.1584, -0.0751, -0.0352], [-0.1109, 0.0856, 0.0447], [0.0715, 0.0771, 0.0038], [0.0959, -0.0066, -0.0103], [0.1929, -0.6224, -0.0397], [0.1553, 0.4646, 0.2452], [0.0326, -0.4540, -0.1092], [-0.1960, 0.6699, 0.0432], [0.2211, -0.4127, 0.0512], [-0.3901, 0.3323, -0.1939], [-0.0233, 0.1398, 0.0235], [0.1719, -0.6227, -0.0416], [0.1453, 0.1870, 0.1123], [0.1260, -0.1304, 0.1034], [-0.1538, 0.4711, -0.0756], [-0.0419, -0.1861, -0.1249], [-0.2261, 0.0683, -0.0911], [0.0569, 0.0264, 0.0525], [0.1048, -0.0298, 0.0225], [0.1724, -0.1252, 0.6820], [0.1129, 0.1645, -0.2458], [0.0380, -0.2672, -0.1052], [-0.1276, -0.2403, 0.0210], [0.1082, 0.1265, -0.1208], [-0.0394, -0.0943, 0.2235], [0.0728, -0.0039, -0.1132], [-0.0725, -0.0024, -0.1074], [-0.0211, 0.1136, -0.0687], [-0.0154, -0.0659, 0.0425], [-0.0303, 0.0161, 0.0906], [0.0238, -0.0246, -0.0734], [0.0205, 0.0456, 0.0867], [-0.0924, -0.0675, -0.2010], [-0.0503, -0.0957, -0.0678], [-0.0647, -0.0001, -0.0482], [-0.0605, 0.1305, -0.0056], [-0.0861, -0.0642, 0.0062], [-0.0142, 0.0140, 0.0080], [-0.2210, -0.0385, -0.0072], [0.0422, -0.0872, 0.0588], [-0.0330, -0.0015, 0.0466], [0.0909, -0.0359, 0.0234], [0.0455, 0.0881, 0.0234], [-0.0631, -0.1037, -0.0841], [-0.1316, 0.0140, -0.0174], [-0.0194, 0.0033, -0.1052]]
}